1.
This record from the OMol25 dataset describes 2 unconnected molecules or ions with the total composition C17H18N2O3S2. The level of theory is ωB97M-V/def2-TZVPD.

Geometry (Å):
C (3.175852, 4.556396, 0.884514)
H (4.279895, 4.128336, 0.647816)
O (2.420942, 4.284299, -0.281233)
C (2.305996, 2.795454, -0.584779)
C (1.538275, 1.798150, 0.341427)
N (1.402631, 0.502135, 0.132791)
C (0.357043, -0.023618, -0.510018)
N (0.347466, -1.106001, -1.212047)
C (1.313212, -1.938747, -0.850070)
C (2.476278, -1.613502, -0.016274)
C (2.498577, -0.019650, 0.488308)
O (3.350140, 0.349891, 1.030616)
S (3.633990, -3.002801, 0.182928)
C (2.784862, -3.857092, -0.861885)
H (2.763244, -4.962033, -0.603856)
C (1.283043, -3.443342, -1.015099)
H (1.087745, -3.698319, -2.128676)
H (0.584436, -3.985812, -0.434946)
H (3.464112, -3.829296, -1.875515)
S (-0.875620, 1.256818, -0.995530)
C (-1.967582, 0.126558, -2.203541)
C (-3.441968, 0.146659, -1.383087)
O (-4.283199, 0.450154, -2.168951)
C (-3.520781, -0.309213, 0.049658)
C (-2.530357, -1.000139, 0.282681)
C (-2.634998, -1.492716, 1.839901)
C (-3.818486, -1.241688, 2.538818)
C (-4.727193, -0.099127, 1.866887)
C (-4.663415, 0.044022, 0.684333)
H (-5.267061, 0.659307, 0.125383)
H (-5.622733, 0.202197, 2.382776)
H (-3.998566, -1.350307, 3.451350)
H (-1.965856, -2.106502, 2.367864)
H (-1.692046, -1.681463, -0.027551)
H (-2.003257, 0.486953, -3.112992)
H (-1.384588, -0.638805, -2.092245)
H (0.528160, 2.365445, 0.470288)
H (2.063677, 2.019255, 1.703246)
H (3.257474, 2.485966, -0.648423)
H (1.615929, 2.874249, -1.422489)
H (3.259237, 5.566117, 0.945946)
H (2.605480, 4.301798, 2.011694)

Cartesian forces (eV/Å) of the 3 atoms listed first:
0.534 -3.662 1.260
-2.370 0.580 1.472
-1.084 -2.684 1.193

Calculated values
* LUMO level: -0.0057 hartree
* energy relative to the best compared isomer or geometry (same formula, charge and spin): 370.8 kcal per mole
* total charge: 0
* multiplicity: 1

=====

2.
This record from the OMol25 dataset describes a molecular structure, C17H18N2O4PtS. The level of theory is ωB97M-V/def2-TZVPD.

Geometry (Å):
Pt (-0.156831, -0.791967, -1.392185)
C (-4.480132, -1.130105, -2.633977)
O (-4.965821, -1.119938, -1.280345)
C (-4.282248, -1.100734, -0.170340)
C (-5.083326, -1.098804, 0.991777)
C (-4.513581, -1.043080, 2.233965)
C (-3.124731, -0.987755, 2.365210)
C (-2.253948, -1.012506, 1.266239)
C (-0.870120, -0.940914, 1.598606)
N (0.121246, -1.109029, 0.764200)
N (1.362438, -1.009372, 1.117700)
C (2.256555, -0.915622, 0.079064)
O (1.902834, -0.764689, -1.130705)
C (3.654526, -0.976456, 0.433260)
C (4.052155, -1.015240, 1.784569)
C (5.393089, -1.027480, 2.099976)
C (6.342900, -1.019681, 1.081919)
C (5.955490, -0.984209, -0.259915)
C (4.620621, -0.965874, -0.589120)
C (-2.818047, -1.076786, -0.068956)
O (-2.168814, -1.121743, -1.157094)
H (-5.371380, -1.108517, -3.251758)
H (-3.907902, -2.030678, -2.842480)
H (-3.864197, -0.258111, -2.836963)
H (-6.157108, -1.143628, 0.863942)
H (-5.141527, -1.041911, 3.113681)
H (-2.697953, -0.952034, 3.360465)
H (-0.625501, -0.724087, 2.638988)
H (3.296925, -1.033812, 2.556387)
H (5.706240, -1.047976, 3.134337)
H (7.395280, -1.052438, 1.331365)
H (6.703070, -0.971526, -1.040744)
H (4.301724, -0.950107, -1.621843)
C (0.794097, 3.520704, -0.183564)
S (0.368133, 2.481430, -1.589879)
C (-0.800135, 3.588088, -2.393591)
O (-0.524906, 1.393028, -0.969433)
H (1.211803, 4.457454, -0.550792)
H (1.539251, 2.995956, 0.410840)
H (-0.106778, 3.695623, 0.401802)
H (-0.282882, 4.513750, -2.644484)
H (-1.630928, 3.773340, -1.715361)
H (-1.149584, 3.107419, -3.304782)

Cartesian forces (eV/Å) of the 3 atoms listed first:
0.131 -0.014 1.096
0.287 -0.023 -0.534
0.100 -0.014 0.410

Calculated values
* LUMO level (alpha / beta): -0.2595 / -0.3421 hartree
* energy relative to the best compared isomer or geometry (same formula, charge and spin): 1.0 kcal per mole
* total charge: +2
* multiplicity: 5

=====

3.
This record from the OMol25 dataset describes a molecular structure, C17H18N2OS. The level of theory is ωB97M-V/def2-TZVPD.

Geometry (Å):
O (1.686017, 2.600976, 0.158654)
C (1.692776, 1.466011, -0.397820)
N (0.539573, 1.142936, -1.003080)
C (-0.700959, 1.915217, -1.021133)
C (-1.799801, 1.323665, -0.143523)
N (-2.260314, 0.051837, -0.242624)
C (-3.557699, -0.462668, 0.215244)
C (-3.957014, -1.504543, -0.641552)
C (-5.256288, -1.969177, -0.336507)
C (-6.008318, -1.334624, 0.591173)
C (-5.659026, 0.092931, 1.180447)
C (-4.432437, 0.462113, 0.794588)
H (-3.980204, 1.097011, 1.257359)
H (-6.222643, 0.542138, 1.861741)
H (-7.049776, -1.671690, 0.685611)
H (-5.610058, -2.947452, -0.569636)
H (-3.271459, -2.240783, -1.148603)
C (-1.103814, -0.803297, -0.150278)
C (0.094609, -0.201491, -1.316590)
H (0.811356, -0.937391, -1.087160)
H (-0.489806, -0.352326, -2.349503)
H (-1.493660, -1.678129, -0.280389)
H (-0.616796, -0.605649, 0.830237)
H (-1.485073, 1.647756, 1.203687)
H (-2.695029, 2.322971, -0.339181)
H (-1.099465, 1.967443, -2.012978)
H (-0.389311, 2.763025, -0.747578)
C (2.725244, 0.714520, -0.448600)
C (3.677837, 0.763274, 0.465061)
C (4.982898, -0.025772, 0.467584)
C (6.079554, 0.351383, 1.106572)
C (7.046467, -0.744719, 0.838063)
C (6.755874, -1.634626, 0.083532)
S (5.130040, -1.549472, -0.595329)
H (7.262794, -2.584817, -0.266826)
H (8.067109, -0.500580, 1.510154)
H (6.183367, 1.082300, 1.656410)
H (3.730177, 1.684077, 1.271476)
H (2.673248, -0.242390, -1.078696)

Cartesian forces (eV/Å) of the 3 atoms listed first:
0.581 -1.059 -0.356
-8.000 9.151 1.578
-3.130 -3.486 -2.078

Calculated values
* LUMO level: -0.0066 hartree
* energy relative to the best compared isomer or geometry (same formula, charge and spin): 297.3 kcal per mole
* total charge: 0
* multiplicity: 1

=====

4.
This record from the OMol25 dataset describes a molecular structure, C17H18N3Ru. The level of theory is ωB97M-V/def2-TZVPD.

Geometry (Å):
C (2.568471, -1.007319, -0.878328)
C (1.790565, -2.137454, -0.973917)
H (2.861095, -0.593368, 0.095053)
H (3.057577, -0.550310, -1.750593)
H (1.629636, -2.668998, -1.923571)
H (1.432295, -2.663551, -0.076988)
Ru (0.152223, -0.214165, -1.183018)
C (0.441599, 1.120932, -2.830745)
C (0.963045, -0.135302, -3.281642)
C (-1.287244, -0.444856, -2.810299)
C (-0.951614, 0.931990, -2.516147)
H (2.000150, -0.334285, -3.555114)
H (-0.017158, -2.161307, -3.493789)
H (-2.278466, -0.896424, -2.704418)
C (-0.108276, -1.104475, -3.249563)
H (-1.652111, 1.706314, -2.163440)
H (1.001291, 2.053681, -2.750750)
N (0.774049, -0.569470, 1.858872)
C (0.918547, 0.812742, 1.587485)
C (1.279581, 1.685891, 2.616291)
C (1.088847, 3.048876, 2.418299)
C (0.615572, 3.478199, 1.175144)
C (0.408808, 2.557775, 0.157318)
N (0.560924, 1.226079, 0.368597)
C (-0.506630, -1.120306, 1.625267)
C (-1.213060, -1.714581, 2.670411)
C (-2.584994, -1.874045, 2.527036)
C (-3.176597, -1.498243, 1.313125)
C (-2.379485, -1.055490, 0.267329)
N (-1.043412, -0.898553, 0.418516)
H (1.106790, -0.797085, 2.791647)
H (1.623919, 1.244094, 3.552848)
H (1.294528, 3.762141, 3.214127)
H (0.414820, 4.527470, 0.965168)
H (0.099080, 2.856264, -0.844571)
H (-0.659465, -1.950630, 3.584924)
H (-3.191959, -2.269013, 3.340101)
H (-4.252027, -1.558351, 1.151644)
H (-2.780914, -0.794871, -0.712310)

Cartesian forces (eV/Å) of the 3 atoms listed first:
0.089 -1.253 -0.033
1.170 0.377 0.157
-0.312 -0.223 -0.385

Calculated values
* LUMO level (alpha / beta): -0.2300 / -0.3528 hartree
* energy relative to the best compared isomer or geometry (same formula, charge and spin): 0.0 kcal per mole
* total charge: +2
* multiplicity: 6